a) Below is a single C3H5NO2S2 molecule, with properties calculated with wB97M-V/def2-TZVPD.

Values from the calculation:
- SMILES: COC(=S)S/C=N\O
- HOMO energy: -8.69 eV
- Lowest unoccupied orbital energy: -0.1 eV

Last columns: bonded neighbours and bond lengths (Å).
Positions of all 13 atoms, in Å:
1 C -0.54 1.99 -0.24  H4 1.214, H5 1.161, H6 1.206, O10 1.522
2 C 1.09 0.07 -0.07  O10 1.305, S12 1.644, S13 1.711
3 C -1.27 -0.53 0.95  H7 1.044, N9 1.291, S13 1.867
4 H -0.78 2.65 0.75  C1 1.214
5 H -0.01 2.75 -0.95  C1 1.161
6 H -1.37 1.19 -0.59  C1 1.206
7 H -1.17 -0.62 1.98  C3 1.044
8 H -2.10 -0.45 -1.41  O11 1.058
9 N -2.39 -0.05 0.53  C3 1.291, O11 1.303
10 O 0.69 1.27 0.27  C1 1.522, C2 1.305
11 O -2.83 -0.20 -0.69  H8 1.058, N9 1.303
12 S 2.71 -0.18 -0.05  C2 1.644
13 S 0.01 -1.25 -0.20  C2 1.711, C3 1.867

Here are the natural (NBO) charges for atoms 1 to 5, given in e:
1. C -0.310
2. C 0.005
3. C -0.144
4. H 0.227
5. H 0.224

---

b) Below is a single C3H5NO2S2 molecule, with properties calculated with wB97M-V/def2-TZVPD.

Values from the calculation:
- SMILES: COC(=S)ONC=S
- HOMO energy: -9.20 eV
- Lowest unoccupied orbital energy: -0.1 eV

Last columns: bonded neighbours and bond lengths (Å).
Positions of all 13 atoms, in Å:
1 C 0.55 -1.75 1.76  H4 1.110, H5 1.087, H6 1.042, O10 1.431
2 C -1.13 -0.34 0.76  O10 1.333, O11 1.378, S12 1.617
3 C 0.95 0.84 -1.28  H8 1.077, N9 1.368, S13 1.631
4 H 1.38 -1.93 1.05  C1 1.110
5 H 0.39 -2.67 2.34  C1 1.087
6 H 0.76 -0.94 2.38  C1 1.042
7 H 1.78 0.52 0.53  N9 1.001
8 H -0.05 1.00 -1.65  C3 1.077
9 N 0.94 0.38 0.01  C3 1.368, H7 1.001, O11 1.403
10 O -0.67 -1.56 1.03  C1 1.431, C2 1.333
11 O -0.21 0.68 0.75  C2 1.378, N9 1.403
12 S -2.69 -0.02 0.50  C2 1.617
13 S 2.32 1.02 -2.15  C3 1.631

Here are the natural (NBO) charges for atoms 1 to 5, given in e:
1. C -0.261
2. C 0.444
3. C -0.094
4. H 0.199
5. H 0.210

---

Looking at the structures above, which would you pick as the most stable? I would pick b).